Record 1
Molecular formula: C26H36CdO11S2
Method: DFT, ωB97M-V/def2-TZVPD

```
! RIJCOSX wB97M-V def2-TZVPD def2/J DEFGRID3
* xyz 0 1
Cd -0.48 0.05 0.62
S 1.27 0.77 -1.39
S -2.20 -1.65 0.44
O -3.80 -4.17 -5.64
O 1.26 1.84 -0.39
O -0.55 2.36 1.71
O -1.15 -0.22 3.76
O -3.11 1.03 1.96
O 1.13 -0.55 -0.72
O -1.59 -4.08 -5.78
O 1.35 0.60 2.46
O 0.70 -1.87 2.25
O -2.19 1.71 -0.48
O 0.32 0.96 -2.46
C 3.25 -0.11 -3.11
C 6.91 0.70 -3.62
C -1.65 3.00 -0.27
C 2.92 0.74 -2.08
C 5.51 0.72 -3.07
C -1.57 -2.35 -3.49
C 2.06 -1.63 1.99
C -2.34 -2.18 -1.22
C 0.40 -2.00 3.63
C -1.05 -1.62 3.87
C -4.12 1.06 0.98
C 2.50 -0.20 2.39
C -3.42 -3.01 -1.54
C -1.43 3.33 1.21
C 0.29 2.71 2.78
C -2.62 -3.22 -3.80
C -1.44 -1.83 -2.22
C 4.54 -0.13 -3.60
C -2.38 0.33 4.14
C 3.87 1.58 -1.53
C 1.62 1.98 2.57
C -3.59 1.59 -0.38
C -2.75 -3.85 -5.14
C -3.47 0.24 3.07
C 5.17 1.58 -2.03
C -3.56 -3.52 -2.81
H -2.38 3.32 1.76
H 0.47 3.79 2.81
H -0.67 2.97 -0.75
H -0.84 -3.82 -5.23
H 2.15 -1.74 0.90
H -4.42 0.61 3.50
H -4.06 2.56 -0.62
H 7.11 -0.25 -4.11
H 1.03 -1.34 4.23
H -1.35 -1.94 4.88
H -1.68 -2.13 3.13
H 0.57 -3.05 3.94
H 2.08 2.35 1.65
H 3.00 -0.20 3.38
H 7.03 1.49 -4.35
H -0.16 2.38 3.73
H 2.49 -0.76 -3.52
H 5.90 2.25 -1.62
H -0.63 -1.14 -2.02
H -2.19 1.39 4.36
H 7.64 0.85 -2.83
H -2.75 -0.16 5.06
H -3.60 -0.80 2.75
H 3.58 2.24 -0.73
H 4.81 -0.79 -4.41
H -3.87 0.87 -1.15
H -4.13 -3.25 -0.78
H 3.21 0.18 1.65
H -0.87 -2.03 -4.25
H -0.98 4.34 1.28
H 2.28 2.17 3.44
H 2.70 -2.38 2.49
H -2.28 3.76 -0.75
H -4.95 1.70 1.34
H -4.38 -4.17 -3.06
H -4.51 0.04 0.84
*
```

As for the HOMO-LUMO gap: 7.84 eV. The total energy comes out at -2804.0754 hartree.

=====

Record 2
Molecular formula: C38H44CoN4OP2SSi
Method: DFT, ωB97M-V/def2-TZVPD

```
! RIJCOSX wB97M-V def2-TZVPD def2/J DEFGRID3
* xyz 0 2
Co 0.16 0.48 -0.16
S -4.57 4.80 4.26
P -0.96 2.33 0.33
P -0.85 0.14 1.95
Si 1.66 2.25 -2.87
O -0.29 -3.66 3.24
N 1.20 0.99 -1.75
N 0.07 -1.44 2.48
N -1.90 1.78 1.58
N 1.15 -1.10 -0.98
C 0.39 1.12 2.91
C 2.48 -2.89 -1.78
C -3.23 2.26 -3.02
C -2.45 4.20 -1.20
C -3.60 6.16 3.58
C 2.40 2.65 4.11
C -0.13 -2.55 2.86
C 1.56 5.91 1.76
C 0.00 3.78 0.87
C 3.45 2.75 -2.56
C -3.06 -1.47 2.41
C 2.73 1.59 3.27
C -3.72 3.38 3.53
C -4.13 -1.97 3.13
C 1.76 -0.24 -1.83
C 1.48 -2.40 -0.96
C 0.74 -3.33 -0.05
C 1.44 1.63 -4.63
C -2.02 2.89 -1.03
C -4.39 -1.49 4.41
C -2.49 -0.02 4.24
C -3.37 1.86 1.53
C 1.38 3.79 0.65
C 0.60 3.78 -2.79
C -3.66 3.57 -3.18
C 2.82 -0.67 -2.65
C -3.27 4.54 -2.26
C -2.42 1.92 -1.95
C 2.15 4.85 1.09
C 3.17 -2.00 -2.61
C 1.07 2.95 4.33
C -0.58 4.83 1.57
C 0.19 5.90 2.00
C -3.97 3.17 2.05
C 1.73 0.82 2.70
C 0.07 2.20 3.72
C -3.56 -0.53 4.96
C -2.23 -0.49 2.96
H 0.40 1.32 -4.77
H 2.72 -3.94 -1.77
H -2.06 0.90 -1.85
H -0.27 6.72 2.53
H 4.12 2.40 -3.35
H 2.00 -0.02 2.07
H 3.18 3.24 4.57
H -3.67 6.21 2.49
H -4.77 -2.73 2.70
H -4.10 2.52 4.09
H 3.35 0.03 -3.28
H -2.65 3.46 3.75
H -3.60 4.02 1.47
H 3.22 4.84 0.92
H -1.64 4.81 1.79
H -5.05 3.14 1.87
H 1.84 2.95 0.14
H 3.55 3.83 -2.52
H -1.85 0.72 4.69
H -4.29 3.84 -4.02
H -4.02 7.08 3.99
H 0.80 3.79 4.96
H 3.97 -2.36 -3.24
H 3.77 1.35 3.08
H -0.30 -3.02 0.06
H 1.64 2.45 -5.32
H 2.16 6.74 2.10
H -3.53 1.50 -3.74
H 1.19 -3.33 0.93
H -2.13 4.97 -0.51
H -2.56 6.09 3.89
H 0.77 -4.35 -0.44
H -0.40 3.60 -3.20
H -3.74 -0.16 5.97
H -3.75 1.68 0.52
H 3.82 2.34 -1.62
H 2.08 0.79 -4.90
H -3.76 1.06 2.16
H 1.09 4.52 -3.43
H 0.49 4.23 -1.80
H -5.23 -1.88 4.98
H -0.96 2.50 3.83
H -2.86 -1.85 1.42
H -3.59 5.56 -2.39
*
```

The expectation value of S² is 0.767. As for the HOMO-LUMO gap (alpha / beta): 8.01 / 8.04 eV. The total energy comes out at -4521.9497 hartree. The energy above the lowest of the compared OMol25 structures with the same formula, charge and spin is 1.129 eV.

=====

Record 3
Molecular formula: CH5AuO3
Method: DFT, ωB97M-V/def2-TZVPD

```
! RIJCOSX wB97M-V def2-TZVPD def2/J DEFGRID3
* xyz 1 4
Au 0.25 -1.42 -0.10
O 2.13 0.09 0.45
O 0.87 -0.21 1.09
O -1.02 -0.20 -0.67
C -0.84 1.25 -0.22
H 1.98 0.96 0.06
H -1.93 -0.41 -0.88
H 0.06 1.61 -0.74
H -1.61 1.93 -0.62
H -1.11 1.24 0.84
*
```

The expectation value of S² is 3.761. As for the HOMO-LUMO gap (alpha / beta): 8.10 / 7.68 eV. The total energy comes out at -401.8201 hartree. The energy above the lowest of the compared OMol25 structures with the same formula, charge and spin is 0.000 eV.

=====

Record 4
Molecular formula: C7H16N2Si2
Method: DFT, ωB97M-V/def2-TZVPD

```
! RIJCOSX wB97M-V def2-TZVPD def2/J DEFGRID3
* xyz 0 1
Si 1.51 0.53 0.27
Si -0.76 1.44 -0.45
N -3.43 -1.41 -0.64
N -2.03 0.25 -0.18
C -3.69 -0.97 0.61
C 1.29 -1.36 0.27
C 2.90 1.01 -1.04
C -2.86 0.03 0.90
C -2.55 -0.63 -1.19
C 0.51 -2.05 -0.89
C 1.87 1.45 1.93
H 2.53 0.79 2.50
H 2.60 1.98 -1.58
H 2.46 2.28 1.61
H 2.91 0.13 -1.82
H 0.53 -3.17 -0.97
H -2.95 0.50 1.83
H -4.46 -1.44 1.14
H -1.28 2.68 0.39
H -0.57 -1.88 -0.67
H 2.25 -1.93 0.45
H 1.11 1.89 2.60
H 0.72 -1.61 1.22
H 0.73 -1.35 -1.71
H -1.03 2.27 -1.70
H -2.22 -0.75 -2.16
H 3.92 1.32 -0.72
*
```

The structure (SMILES) is CC[Si](C)(C)[SiH2]n1ccnc1. As for the HOMO-LUMO gap: 9.53 eV. The total energy comes out at -964.7701 hartree.

=====

Record 5
Molecular formula: C10H50I2N3O18S
Method: DFT, ωB97M-V/def2-TZVPD

```
! RIJCOSX wB97M-V def2-TZVPD def2/J DEFGRID3
* xyz 1 1
I 0.46 2.54 -3.61
I 0.90 1.69 1.43
S -2.36 2.94 0.87
O 0.54 -1.86 7.01
O 3.81 5.52 -2.13
O -4.31 -2.13 0.61
O 4.43 0.37 -0.65
O -4.59 -2.56 6.89
O 1.42 5.86 -4.78
O -3.58 3.88 -2.66
O 7.09 -0.86 -0.06
O 5.97 3.13 -0.53
O -0.21 -4.18 3.02
O 1.14 -4.58 5.99
O -3.44 -1.51 4.46
O -5.18 2.81 -5.12
O 2.61 -2.02 0.44
O -3.92 -4.58 4.45
O 9.99 -1.31 -0.35
O -0.43 -0.31 4.30
O 8.68 -2.26 2.26
N -2.84 -1.48 -2.96
N -3.67 1.14 -0.62
N -3.75 0.14 -1.49
C -3.84 -0.15 -4.94
C 0.21 1.79 -0.61
C -2.71 -1.09 -4.39
C 2.43 2.95 -1.16
C -1.13 1.19 -0.96
C -1.26 0.08 -1.92
C 1.04 2.38 -1.52
C -2.64 -0.37 -2.08
C -2.45 1.59 -0.39
C -5.28 -0.38 -4.33
H -3.21 3.93 0.45
H 2.05 -1.51 1.04
H -0.12 -1.63 7.66
H 8.52 -1.86 3.13
H -5.43 -1.37 -3.84
H 7.62 -1.20 -0.79
H 0.47 -4.32 5.35
H -3.73 -2.07 5.19
H 0.47 -4.85 2.86
H -3.55 0.93 -4.91
H -2.98 -4.80 4.51
H 10.04 -1.32 0.61
H -5.42 3.63 -5.58
H 2.36 -2.94 0.62
H -5.15 -2.05 7.48
H -4.60 3.11 -4.41
H 1.04 -3.93 6.70
H 5.56 2.26 -0.59
H -1.25 -0.63 3.90
H 3.03 2.98 -2.10
H -0.39 -0.37 -2.44
H -5.12 -2.47 0.22
H 3.00 2.32 -0.43
H 0.00 0.19 3.60
H -3.97 -1.80 3.72
H 10.76 -0.81 -0.62
H -4.84 -3.48 7.07
H -3.14 4.73 -2.53
H 2.28 4.00 -0.81
H 1.16 4.94 -4.62
H 3.28 5.52 -2.94
H 4.49 4.86 -2.29
H -0.74 -4.19 2.22
H 6.88 2.94 -0.28
H -3.89 -1.62 -0.09
H 4.01 -0.50 -0.71
H -4.67 -0.26 -1.69
H -5.54 0.50 -3.69
H -4.08 -4.05 5.24
H 0.24 -1.42 6.20
H 7.34 -1.42 0.69
H 9.29 -2.98 2.45
H -6.00 -0.35 -5.19
H -3.72 -1.95 -2.75
H -1.72 -0.61 -4.60
H 0.87 6.38 -4.19
H -3.35 3.37 -1.88
H 5.35 0.17 -0.40
H -3.92 -0.38 -6.04
H -2.70 -2.04 -4.98
*
```

As for the HOMO-LUMO gap: 6.89 eV. The total energy comes out at -2922.8450 hartree.

=====

Record 6
Molecular formula: C4H8N3
Method: DFT, ωB97M-V/def2-TZVPD

```
! RIJCOSX wB97M-V def2-TZVPD def2/J DEFGRID3
* xyz 1 1
N -1.69 -0.85 0.45
N 0.50 -0.24 1.02
N 0.04 -1.09 1.87
C -0.56 0.40 -1.55
C 1.73 0.49 1.01
C -1.16 -1.41 1.60
C -0.92 0.01 -0.18
H 2.59 -0.18 0.72
H 1.91 0.92 2.09
H -0.75 -0.57 -2.05
H -1.09 1.28 -1.88
H -2.65 -0.93 0.28
H -1.60 -2.19 2.23
H 1.80 1.27 0.26
H 0.50 0.58 -1.53
*
```

As for the HOMO-LUMO gap (alpha / beta): 8.84 / 8.84 eV. The total energy comes out at -321.1160 hartree. The energy above the lowest of the compared OMol25 structures with the same formula, charge and spin is 4.771 eV.

=====

Record 7
Molecular formula: C38H36BBrN2O5PdS
Method: DFT, ωB97M-V/def2-TZVPD

```
! RIJCOSX wB97M-V def2-TZVPD def2/J DEFGRID3
* xyz 0 1
Pd -0.64 -1.59 0.52
Br 0.44 -1.85 3.37
S -3.52 -0.20 1.30
O 0.32 1.03 -0.11
O -2.71 -1.48 1.44
O 2.16 -5.72 -2.61
O -0.79 1.04 1.91
O -0.75 -3.17 -0.95
N 1.39 -2.91 0.69
N 1.57 -3.27 -0.58
C -6.22 0.12 1.10
C -5.39 -2.12 0.68
C 0.32 4.69 0.34
C 7.27 -3.32 3.30
C 6.91 -2.13 3.92
C 1.97 -4.58 -4.67
C -7.75 -1.64 0.53
C -7.51 -0.31 0.85
C -3.16 1.83 -0.48
C 0.60 3.48 -0.29
C -0.36 4.68 1.57
C 6.28 -4.19 2.85
C 0.22 -2.76 -3.55
C -0.76 3.51 2.20
C 2.39 -2.76 1.48
C -2.85 2.36 -1.72
C 5.57 -1.81 4.07
C 1.64 6.79 0.68
C -2.56 1.52 -2.78
C 4.94 -3.86 3.00
C -5.18 -0.79 1.00
C -3.17 0.46 -0.32
C 1.60 -4.69 -3.33
C 0.19 2.32 0.34
C -6.69 -2.54 0.45
C 0.59 -2.63 -4.88
C -2.88 -0.41 -1.37
C 3.17 -2.26 3.78
C -0.47 2.33 1.55
C -0.55 6.86 -0.54
C 1.45 5.85 -1.61
C 0.72 -3.78 -2.76
C 0.35 -3.83 -1.28
C 2.20 -2.34 2.86
C 4.57 -2.66 3.60
C -2.57 0.14 -2.61
C 0.72 6.03 -0.28
C 1.47 -3.55 -5.44
B -0.33 0.25 0.86
H -2.31 1.94 -3.75
H -1.28 3.52 3.15
H -2.82 3.44 -1.85
H -8.76 -1.98 0.34
H 6.56 -5.13 2.39
H 2.48 -3.64 -0.84
H -0.28 7.82 -1.00
H 1.72 6.83 -2.01
H 1.64 -5.86 -1.81
H -1.23 6.34 -1.21
H 3.41 -2.92 1.15
H 4.18 -4.56 2.68
H -1.09 7.07 0.38
H 2.91 -1.85 4.75
H 2.66 -5.32 -5.08
H 1.11 3.42 -1.23
H 5.29 -0.88 4.56
H 1.77 -3.46 -6.47
H 8.31 -3.58 3.18
H -2.88 -1.48 -1.23
H -3.35 2.48 0.37
H 0.27 -4.90 -0.96
H -4.55 -2.80 0.64
H -6.88 -3.58 0.20
H -2.35 -0.52 -3.44
H 2.53 6.21 0.90
H 7.67 -1.46 4.29
H 1.14 7.02 1.62
H 0.19 -1.82 -5.48
H -6.02 1.16 1.36
H -8.34 0.39 0.92
H 1.94 7.74 0.23
H 0.83 5.35 -2.35
H -0.47 -2.06 -3.08
H 2.37 5.28 -1.49
H -0.57 5.62 2.06
*
```

As for the HOMO-LUMO gap: 7.50 eV. The total energy comes out at -5080.2710 hartree. The energy above the lowest of the compared OMol25 structures with the same formula, charge and spin is 0.417 eV.

=====

Record 8
Molecular formula: C21H33GdIN5OSi
Method: DFT, ωB97M-V/def2-TZVPD

```
! RIJCOSX wB97M-V def2-TZVPD def2/J DEFGRID3
* xyz -2 8
Gd 0.33 -0.01 -0.05
I 2.47 1.09 1.47
Si -1.66 -1.85 1.89
O -0.06 0.38 -2.57
N 1.89 -2.89 -0.78
N 2.76 -2.61 1.16
N -2.49 2.05 -0.14
N -1.41 -1.64 0.17
N -1.10 3.06 1.15
C 0.68 2.63 -2.95
C 3.22 -3.82 0.68
C -3.41 -1.51 2.37
C -3.97 -3.42 -2.67
C 0.46 1.42 -2.10
C -3.06 3.26 0.20
C -3.05 -2.45 -3.08
C -4.01 -3.85 -1.33
C -1.12 -3.56 2.39
C -0.01 3.41 2.02
C 1.08 -2.78 -1.97
C 3.14 -2.15 2.47
C -0.58 -0.57 2.76
C 2.66 -4.01 -0.53
C -3.14 -3.29 -0.39
C -2.22 -2.27 -0.77
C -2.19 3.89 1.01
C -1.22 1.91 0.41
C 1.86 -2.04 0.31
C -2.16 -1.88 -2.15
C -3.19 1.11 -0.97
H 3.89 -4.41 1.29
H -2.24 4.85 1.50
H 2.32 -2.23 3.19
H -3.03 -2.13 -4.12
H -3.44 0.20 -0.42
H -2.60 0.82 -1.85
H -1.46 -1.12 -2.51
H -1.11 -3.56 3.49
H 0.95 3.43 1.47
H 0.10 2.71 2.85
H -0.22 4.41 2.40
H -0.81 0.47 2.48
H -0.79 -0.69 3.83
H 3.50 -1.11 2.42
H 0.99 3.38 -2.19
H -4.04 3.56 -0.12
H -3.69 -0.49 2.08
H -0.10 -3.79 2.01
H -3.42 -1.59 3.46
H -0.24 2.99 -3.44
H 0.96 -1.74 -2.30
H 2.74 -4.84 -1.22
H -4.12 1.61 -1.27
H -4.14 -2.23 1.96
H 1.55 2.56 -3.63
H 1.57 -3.36 -2.76
H 0.08 -3.20 -1.80
H -4.73 -4.61 -1.02
H -3.17 -3.65 0.65
H 0.49 -0.77 2.62
H -4.65 -3.86 -3.39
H 3.95 -2.80 2.84
H -1.84 -4.32 2.03
*
```

The expectation value of S² is 16.090. As for the HOMO-LUMO gap (alpha / beta): 1.84 / 7.17 eV. The total energy comes out at -2521.6890 hartree.